Record 1
14
Properties=species:S:1:pos:R:3:mulliken_charge:R:1 method="wB97M-V/def2-TZVPD" relative_energy_kcal_mol=14.5 total_energy_ha=-344.471859 lumo_energy_ev=4.13 total_charge=-1 spin_multiplicity=1
H 0.13 0.97 2.38 0.284
O 1.01 0.66 2.15 -0.784
C 1.12 -1.54 -0.25 -0.767
H 0.29 1.94 0.00 0.375
H 0.43 -2.41 -0.26 0.272
H 0.72 0.03 1.33 0.392
O -0.31 2.40 -0.56 -0.706
O 0.25 -0.47 0.07 -0.852
H 1.72 -1.31 -1.13 0.215
H -1.18 -0.62 -0.88 0.342
H -0.52 1.56 -1.01 0.342
H -1.59 -1.33 -2.09 0.285
O -2.01 -1.03 -1.28 -0.669
H 1.70 -1.85 0.64 0.272


Record 2
118
Properties=species:S:1:pos:R:3:mulliken_charge:R:1 method="wB97M-V/def2-TZVPD" smiles="CCOP(=O)(CCC[C@]1(CB(O)O)CN(N(C)C(C)=O)[C@H](CC(C)C)C[N@@H+]1C(=O)[O-])OCC.O=S1(=O)OCCO1.O=S1(=O)OCCO1.O=S1(=O)OCCO1.O=S1(=O)OCCO1" total_energy_ha=-5029.997400 lumo_energy_ev=-0.10 total_charge=0 spin_multiplicity=1
O -2.64 -1.77 -8.77 -0.325
S 3.75 8.55 7.89 1.159
O 4.21 7.42 6.83 -0.308
S -0.26 6.79 4.56 1.057
S -3.11 1.99 6.32 1.043
C -2.19 -2.05 4.54 -0.011
H 0.56 -1.67 -0.77 0.265
C 1.00 5.99 6.54 -0.097
N -0.97 -2.00 -3.14 0.109
O 3.46 9.75 7.18 -0.551
C -1.41 -0.73 -2.45 0.590
H -2.51 -2.10 6.80 0.294
H -2.31 -3.69 -1.38 0.429
H -2.61 -5.17 0.95 0.456
H -4.07 -0.49 -9.57 0.323
O -2.71 3.41 5.67 -0.217
H -5.51 -4.43 0.70 0.246
H 1.18 5.11 7.15 0.333
N 1.78 -1.53 -2.47 0.846
C -0.20 -4.37 -3.01 -1.464
H -2.57 -1.23 3.87 0.093
H 1.74 1.81 -7.12 0.325
H 0.13 7.48 7.87 0.318
H -0.57 -4.28 -4.08 -0.003
C 1.87 -0.26 -6.14 2.281
H 0.24 -3.93 0.50 0.218
O -0.27 -1.43 -8.22 -0.554
C -2.56 3.27 4.25 -0.398
H 3.43 -1.84 0.01 0.296
H -0.90 -5.13 -2.54 0.189
H -2.35 0.97 -8.65 0.292
H -3.90 -2.78 5.77 0.329
H 2.62 -0.28 -0.38 0.336
H -4.47 -3.87 2.81 0.351
C -5.60 -3.34 0.96 -1.104
C -4.64 -2.96 2.18 -0.198
C 2.50 1.15 -6.61 -1.348
H 5.82 6.81 8.99 0.286
O 4.03 -3.61 -1.66 -0.512
C -1.33 -3.31 -0.97 -1.592
O 0.59 7.61 3.75 -0.553
C 3.88 -2.70 -2.46 0.729
C -1.66 -4.64 1.28 -0.931
C 4.61 -2.89 -3.86 -0.990
C -0.35 -3.01 -2.20 2.528
C 6.02 7.63 8.30 -0.373
H 0.79 -0.20 -6.42 -0.724
O 1.94 -5.09 -4.31 -0.621
O -1.77 -2.64 -6.63 -0.608
H 6.07 7.95 6.15 0.281
C -0.69 -4.37 0.04 -0.403
O -3.37 1.19 4.94 -0.235
H 2.88 -1.04 -7.96 0.589
C 2.14 -0.35 -4.59 -2.299
H 1.58 -3.11 -0.98 0.543
H 4.77 -1.90 -4.37 0.247
O 1.87 -5.73 -1.97 -0.725
H -0.38 -0.61 -4.67 0.602
H 1.64 -5.79 -4.91 0.311
C 0.95 -2.38 -1.57 -2.631
C -0.06 -1.61 -4.27 -1.235
O 2.83 7.95 8.80 -0.530
H 1.78 -6.68 -2.20 0.284
H -1.54 -2.40 -0.36 0.477
H -3.20 1.67 2.92 0.385
O -1.46 6.22 4.06 -0.477
H 5.55 -3.49 -3.76 0.444
C -2.94 0.39 -7.93 -0.340
O 0.64 5.62 5.21 -0.315
H -6.68 -3.13 1.19 0.375
H -1.77 -2.49 -3.58 0.768
H 3.92 -3.47 -4.54 0.102
C -3.08 -2.00 5.85 -0.864
H 3.53 -1.75 -6.40 0.152
H 1.59 0.53 -4.12 0.441
H 7.07 7.92 8.38 0.319
H -1.13 -5.36 1.98 0.439
O -1.96 1.43 6.95 -0.553
B 1.24 -5.07 -3.07 1.106
H -1.51 3.02 4.05 0.239
O 5.17 8.73 8.64 -0.303
H -2.81 4.20 3.75 0.380
O -0.62 0.27 -2.31 -0.638
C 5.63 7.26 6.88 -0.338
H 1.94 -2.53 -4.43 -0.443
O -4.36 2.14 6.99 -0.579
H -3.63 1.06 -7.42 0.337
H 3.38 1.00 -7.31 0.321
H 1.86 -2.26 -7.08 0.153
H 3.23 -0.24 -4.37 0.557
C -0.16 6.82 7.05 -0.300
O -0.59 7.60 5.92 -0.335
H 1.92 6.59 6.48 0.119
C 1.49 -1.64 -3.89 1.813
H -4.44 -1.17 -7.97 0.297
H -3.59 -0.98 5.89 0.034
O -2.59 -0.69 -2.07 -0.730
H 2.92 1.73 -5.73 0.312
O -2.23 -3.36 3.88 -0.532
O -0.90 -2.13 2.08 -0.751
H 5.91 6.24 6.62 0.324
O -3.44 -2.35 1.66 -0.223
P -2.05 -3.10 2.24 1.125
H -0.22 -2.36 -5.10 -0.006
H -0.48 -5.36 -0.44 0.477
C 3.39 -1.01 -0.76 -0.994
H -5.28 -2.71 0.08 0.242
C -3.48 2.13 3.86 -0.373
C 2.61 -1.42 -6.93 -1.386
S -1.54 -1.63 -7.60 1.232
N 3.13 -1.49 -2.13 -0.260
C -3.65 -0.77 -8.61 -0.430
H -5.22 -2.16 2.76 0.260
H 4.41 -0.54 -0.73 0.348
H -4.52 2.47 3.81 0.275
H -0.99 6.19 7.36 0.283
H -1.13 -1.80 4.83 0.308
O -2.04 -0.22 -7.00 -0.310


Record 3
137
Properties=species:S:1:pos:R:3:mulliken_charge:R:1 method="wB97M-V/def2-TZVPD" total_energy_ha=-3645.535670 lumo_energy_ev=0.49 total_charge=-1 spin_multiplicity=1
H -1.65 1.27 4.21 -0.205
C 2.12 -5.47 0.85 0.376
C 1.67 -4.16 0.73 -1.060
C -7.44 -1.25 -4.70 0.518
C 8.07 3.66 -2.62 -0.545
C -5.37 -0.85 -1.59 -0.610
H -3.78 1.83 3.49 0.049
C 5.51 -0.66 -5.31 -0.584
H 7.40 3.93 -6.42 0.464
H -0.77 -4.21 3.08 0.436
H 1.17 0.66 0.78 0.363
C 4.17 9.17 4.81 -0.451
C 0.70 8.59 3.48 0.607
C 1.36 5.96 4.57 0.496
C -7.08 -2.49 -1.15 -0.684
C 5.51 -1.95 -3.28 -0.430
H 8.94 5.61 -2.80 0.394
H 2.04 -0.32 -1.45 0.517
C -8.68 -3.19 -2.91 0.653
O 0.44 9.68 3.00 -0.685
H -5.20 2.23 4.49 0.369
H 5.27 -0.56 -6.36 0.470
C 0.46 1.50 0.67 -0.866
C -10.63 -3.73 -6.09 -0.455
H 5.27 -2.87 -2.75 0.589
H -11.42 -4.37 -6.45 0.388
H -10.42 -2.67 -7.95 0.391
C 3.55 6.89 5.29 -0.511
H -0.01 -0.85 2.81 -0.257
O 1.65 4.87 4.99 -0.655
H 8.25 3.59 -1.56 0.470
C 8.45 4.79 -3.32 -0.456
C -8.57 -2.11 -5.17 0.167
H -0.88 -3.07 -2.90 0.356
C 3.55 -9.52 1.16 -0.574
H 4.87 -11.02 0.39 0.390
C 7.44 2.62 -3.29 0.166
C 7.59 3.85 -5.36 -0.556
H -1.95 1.56 0.47 -0.068
H 5.80 -9.54 -1.37 0.390
C -4.57 1.42 4.12 -0.881
H -1.55 -1.30 5.71 0.436
H -2.07 0.82 -1.61 0.277
C 1.01 -0.54 -1.71 -0.340
H -4.71 0.41 6.06 0.434
C -1.55 7.71 2.90 -0.547
H 0.75 0.78 3.15 0.505
H 4.72 -2.64 -5.15 0.427
C 2.95 9.37 4.19 -0.531
C -1.32 0.06 -1.81 -0.294
H -2.67 -1.41 -2.52 0.225
C 5.20 -1.82 -4.63 -0.601
H -7.56 -3.19 -0.48 0.456
H -1.17 -0.36 0.95 -0.386
C 4.46 7.93 5.37 -0.456
H -4.52 -0.27 -1.26 0.722
C -6.00 -1.74 -0.72 -0.713
C 0.50 -5.87 2.60 -0.736
C -7.55 -2.35 -2.45 0.268
H 0.04 -6.53 3.32 0.454
C -2.15 5.42 3.33 -0.186
C -6.94 -1.44 -3.32 0.233
C 5.05 -9.16 -0.69 -0.513
C -0.01 0.36 -1.50 0.577
H 1.30 2.06 -1.27 0.445
C 0.68 -1.78 -2.23 -0.442
C 2.33 7.09 4.66 0.147
H -0.35 0.58 5.16 0.304
H -5.37 0.00 -3.56 0.487
H -3.80 -1.57 5.31 0.453
C 3.10 -8.21 1.05 0.181
H -2.87 4.62 3.28 0.420
C -0.29 7.48 3.44 0.294
C -10.17 -3.86 -4.79 -0.551
C 4.62 -7.85 -0.79 -0.522
C -1.85 -0.90 4.73 -0.314
C 2.02 8.34 4.12 0.097
C -0.62 -2.09 -2.51 -0.745
H -1.59 -1.68 4.00 -0.226
C 6.13 0.39 -4.64 0.182
H 1.50 -2.50 -2.35 0.482
C -9.04 -1.97 -6.47 -0.531
H 5.03 -7.21 -1.56 0.480
H 5.41 7.77 5.87 0.391
C 3.65 -7.37 0.07 0.260
O 3.70 -5.21 -0.87 -0.709
C 0.04 -4.57 2.46 -0.700
H -10.61 -4.60 -4.13 0.462
C -1.04 0.36 4.34 0.242
C 6.12 -0.91 -2.60 -0.671
C 2.03 -7.72 1.96 0.542
H 6.35 -1.00 -1.55 0.476
H 0.95 2.37 1.14 0.432
C 7.06 1.39 -2.54 0.553
C -0.90 5.19 3.88 -0.756
H 8.54 5.77 -5.23 0.389
C -3.40 -0.75 4.69 -0.589
H -3.17 1.19 5.70 0.287
H -1.22 2.30 2.26 -0.561
C -9.15 -3.05 -4.32 0.152
C 6.49 1.62 -5.39 0.584
H 0.28 -2.69 1.44 0.758
O 7.28 1.30 -1.35 -0.663
H -1.80 8.69 2.52 0.461
O 6.22 1.74 -6.57 -0.668
C 0.33 1.71 -0.88 -1.373
C 1.54 -6.33 1.80 0.346
H -5.16 0.74 3.49 0.298
H -3.46 6.86 2.43 0.395
H -5.63 -1.85 0.29 0.568
O -9.22 -3.98 -2.16 -0.672
H 4.89 9.97 4.87 0.386
C 0.63 -3.71 1.54 -0.179
P -1.16 0.98 1.57 1.311
C -1.63 -1.17 -2.32 -0.208
H 3.78 5.93 5.72 0.469
C 0.03 6.22 3.95 0.163
C 3.20 -5.95 -0.05 0.459
C -3.96 0.56 5.27 -0.508
C -2.48 6.68 2.85 -0.649
H 3.14 -10.16 1.92 0.463
H -0.65 4.20 4.25 0.597
H 2.12 -3.50 0.01 0.537
O -6.95 -0.42 -5.44 -0.668
H -8.59 -1.23 -7.13 0.468
H 2.72 10.34 3.75 0.460
C -5.85 -0.69 -2.88 -0.617
H -0.47 2.43 -1.08 0.402
C -10.06 -2.78 -6.93 -0.454
C 4.52 -9.99 0.30 -0.455
C 8.22 4.89 -4.69 -0.454
O 1.57 -8.45 2.82 -0.689
C 7.19 2.72 -4.66 0.205
H -3.76 -0.96 3.68 0.129
C -0.18 0.20 3.06 -0.970
C 6.42 0.27 -3.28 0.257
H -2.44 0.62 2.21 -0.524


Record 4
65
Properties=species:S:1:pos:R:3:mulliken_charge:R:1 method="wB97M-V/def2-TZVPD" total_energy_ha=-7763.830937 lumo_energy_ev=2.31 total_charge=-1 spin_multiplicity=1
H -2.56 -5.61 1.05 0.310
C 1.68 1.35 -5.57 -1.050
C 1.31 0.04 -6.25 0.432
F 2.48 0.17 -0.85 -0.200
H -3.34 1.81 0.91 -0.300
H -1.06 -5.20 1.90 0.289
H 1.18 -6.85 -0.65 0.303
H -1.42 2.95 4.41 0.279
H -1.63 -6.88 1.87 0.390
C -0.54 2.65 1.73 0.967
F 1.14 -2.93 0.10 -0.306
C -1.56 -5.96 1.28 -1.249
H 2.73 5.45 2.38 0.434
H 0.90 2.09 -5.73 0.336
H 0.22 0.70 2.28 -0.037
H -1.36 0.68 -0.30 0.269
C -0.77 -6.19 0.00 0.429
H -0.29 4.87 0.53 0.073
O -0.74 -5.01 -0.79 -0.510
C 0.96 4.38 2.84 0.552
C -0.24 -1.04 0.31 -1.699
H -0.59 0.12 -5.80 0.339
C 2.44 4.60 3.00 -1.369
H -0.65 -1.42 1.25 0.441
Br 0.96 -1.11 -2.65 -0.139
H -0.53 2.06 5.72 0.482
H -1.29 -6.92 -0.62 0.302
H -4.74 0.59 3.28 -0.002
H -3.64 1.82 4.64 -0.019
H 2.65 4.85 4.04 0.301
H 0.36 0.92 -7.97 0.355
C 1.18 -1.56 0.20 0.368
H 1.19 -5.95 0.87 0.269
O -1.82 3.03 2.10 -0.608
C -0.72 2.15 4.65 -0.978
H 1.80 1.20 -4.50 0.186
H 2.07 0.57 -8.20 0.375
S -5.54 3.31 3.20 -0.526
C -0.44 0.47 0.24 -0.641
O 0.16 5.27 2.87 -0.501
H 2.08 -0.71 -6.04 0.248
B -2.73 1.86 1.97 1.103
C 0.64 -6.69 0.29 -1.216
O -1.02 3.16 -1.05 -0.718
H -1.16 1.21 4.28 0.163
P -4.17 1.88 3.33 0.089
P -0.21 3.53 0.14 0.213
H 2.62 1.74 -5.97 0.359
O 1.65 2.06 4.44 -0.625
O 0.12 -0.51 -5.67 -0.519
C -0.58 1.08 1.64 0.045
H 3.01 3.71 2.73 0.299
H 1.19 3.36 -0.03 0.031
F 3.07 -1.90 -1.20 -0.258
H -0.27 -4.33 -0.30 0.309
C 2.01 -1.08 -1.03 0.688
H 0.89 -0.75 -8.21 0.322
Br 2.24 -1.16 1.79 -0.089
H 0.62 -7.62 0.85 0.402
C 0.59 2.36 3.96 0.362
H 0.36 0.95 -0.33 0.611
C 1.15 0.20 -7.75 -1.382
H -0.78 -1.54 -0.50 0.515
O -1.81 0.71 2.20 -0.833
N 0.56 3.00 2.66 0.533


Record 5
107
Properties=species:S:1:pos:R:3:mulliken_spin:R:1 method="wB97M-V/def2-TZVPD" relative_energy_kcal_mol=8.0 total_energy_ha=-5727.208476 lumo_energy_ev="3.58 / 3.58" total_charge=-2 spin_multiplicity=2
Rb 1.59 -0.27 1.07 -0.032
O 3.45 -2.42 3.37 0.000
H 4.64 -2.69 1.11 0.000
H 2.13 -5.59 0.22 0.000
C -0.31 2.60 -0.48 -0.021
C 0.67 -3.04 -2.47 -0.005
H -2.29 -5.44 -3.25 0.000
C -2.93 -2.42 1.82 -0.015
Cl 4.99 7.27 2.90 0.000
H 3.74 -4.97 0.63 0.000
H 0.00 -3.14 -0.44 -0.003
H -3.62 2.77 -0.34 -0.006
H -4.90 3.94 -5.73 0.000
C -1.47 -4.77 -3.03 -0.002
C 1.96 -4.03 2.38 -0.003
H -1.55 -1.26 -3.79 0.003
C 2.96 2.64 3.79 0.000
H 1.16 3.01 -1.98 0.001
O 2.97 -2.54 -2.34 0.000
O 4.78 -0.64 1.22 0.000
C -2.77 1.17 2.10 -0.031
C -3.48 -2.74 3.06 0.010
H 4.17 -1.22 -0.70 0.000
H 4.01 4.95 4.27 0.000
O 2.46 1.54 3.68 0.000
H 4.86 -1.01 3.59 0.000
H 0.80 1.29 -1.80 -0.015
C -0.66 -4.31 -4.05 0.001
H -2.25 0.51 2.79 -0.001
Te -1.64 -0.10 -0.88 0.271
C -5.02 -3.00 0.77 -0.006
H -5.22 -3.40 4.13 0.000
H -5.28 2.82 -0.96 0.001
N -1.07 -1.05 0.95 0.577
C -3.05 1.34 -4.89 -0.001
H -4.26 2.68 -6.79 0.000
C 1.83 -2.11 -2.08 0.004
H -0.84 -4.60 -5.08 0.000
C 4.17 5.54 0.94 0.000
H -1.84 -4.72 -0.91 0.001
O -0.74 -2.43 2.71 0.034
C -1.48 -1.95 1.81 0.004
O 1.49 -1.03 -1.54 0.015
H 2.86 -4.29 -0.77 0.000
C 2.75 -4.69 0.24 0.000
C -3.86 1.90 -2.30 -0.045
C 4.78 -2.01 3.15 0.000
O 2.15 -3.68 1.02 0.004
H 1.05 5.27 2.35 0.000
H -5.62 -3.11 -0.13 -0.001
C 0.04 3.77 0.17 0.005
C -4.50 2.49 -3.39 -0.004
C 3.35 3.58 2.76 0.000
H 1.15 -3.40 2.76 0.000
H -5.33 3.17 -3.22 0.000
H 4.49 6.32 0.25 0.000
H -6.60 -3.64 2.08 0.000
C -2.39 0.74 -3.81 0.035
C -1.79 2.05 1.37 -0.012
C -5.57 -3.30 2.01 -0.001
C -4.10 2.22 -4.70 0.006
H 3.18 3.03 4.82 0.000
C -3.71 -2.55 0.68 0.003
H -1.08 -0.28 -5.19 0.001
H -0.16 6.23 1.52 0.000
C 3.21 -3.81 3.21 0.000
C -1.23 1.73 0.12 0.021
H -2.85 -2.66 3.93 0.001
C 0.40 -3.46 -3.76 -0.002
H -0.36 2.33 -2.62 -0.004
C -2.78 1.04 -2.50 0.079
C 0.36 2.29 -1.79 0.031
H 3.08 -4.27 4.20 0.000
C -0.48 4.10 1.42 0.000
H -1.82 3.47 2.96 0.001
C 3.65 4.38 0.47 0.000
H 0.78 4.42 -0.27 0.000
C -1.28 -0.25 -4.12 0.010
H -3.46 1.80 2.67 0.001
C -4.80 -3.16 3.15 0.002
H -4.58 1.30 -0.37 -0.003
H -0.35 0.00 -3.60 0.006
C 3.19 3.31 1.34 0.000
C -0.18 -3.49 -1.45 0.001
C 4.30 5.76 2.32 0.000
H -2.72 1.10 -5.90 0.002
H -3.34 0.54 1.42 0.023
H -5.82 2.45 -5.99 0.001
C 3.90 4.79 3.20 0.000
C -4.81 2.86 -5.86 0.000
C -4.37 2.22 -0.92 0.033
Br 1.45 -2.85 -5.22 0.000
H 5.88 -0.73 -0.54 0.000
H 3.54 4.20 -0.59 0.000
H 4.07 -4.29 2.74 0.000
C -1.40 3.23 1.99 -0.003
C 4.85 -0.53 -0.19 0.001
H -0.55 5.48 3.07 0.000
H 1.64 -5.08 2.46 0.000
H 4.58 0.50 -0.44 0.000
C 5.15 -1.91 1.69 0.000
H -3.30 -2.30 -0.29 0.018
H 5.48 -2.68 3.68 0.000
C -0.01 5.34 2.13 0.000
C -1.22 -4.37 -1.72 0.008
O 2.68 2.27 0.88 0.004
H 6.24 -2.06 1.56 0.000


Record 6
7
Properties=species:S:1:pos:R:3:mulliken_spin:R:1 method="wB97M-V/def2-TZVPD" relative_energy_kcal_mol=0.0 total_energy_ha=-886.202108 lumo_energy_ev="4.29 / 3.07" total_charge=-1 spin_multiplicity=3
F 1.81 -0.32 0.65 0.018
O -2.41 1.41 -0.02 1.448
F -0.18 -0.24 1.72 0.007
F 1.46 0.99 -1.00 0.009
S -0.70 -0.18 0.12 0.183
O -1.37 -1.42 -0.20 0.040
C 1.21 -0.30 -0.58 0.294